Model 1:
{"formula": "CH3NO", "method": "ωB97M-V with the def2-TZVPD basis set", "orbital_gap_ev": 9.284, "charge": 0, "smiles": "CN=O", "e_homo_ev": -9.1, "species": ["C", "N", "O", "H", "H", "H"], "xyz": [[-0.09626, 0.36564, 0.30247], [0.28780, -1.08767, -0.19437], [0.37724, -1.21920, -1.37708], [-1.06817, 0.24790, 0.77613], [-0.14607, 1.04794, -0.54347], [0.64546, 0.64539, 1.03632]]}


Model 2:
{"formula": "CH3NO", "method": "ωB97M-V with the def2-TZVPD basis set", "orbital_gap_ev": 11.492, "charge": 0, "smiles": "C=NO", "e_homo_ev": -10.3, "species": ["C", "H", "H", "H", "N", "O"], "xyz": [[0.57252, -0.59395, 0.19972], [-1.18047, 1.55904, -0.54005], [0.02248, -1.57478, 0.44194], [1.58267, -0.55981, 0.55258], [0.18298, 0.52198, -0.00962], [-1.18018, 0.64752, -0.64456]]}


Which is the most stable structure? model 1 is the most stable.


Model 1:
{"formula": "C5H14N3", "method": "ωB97M-V with the def2-TZVPD basis set", "orbital_gap_ev": 10.301, "charge": 1, "smiles": "C=C(C)[NH2+]CN(C)N", "e_homo_ev": -13.2, "species": ["C", "C", "C", "C", "C", "N", "N", "N", "H", "H", "H", "H", "H", "H", "H", "H", "H", "H", "H", "H", "H", "H"], "xyz": [[-0.05890, 1.46566, 0.67883], [0.83416, 2.50894, 1.16538], [0.62929, -0.26258, -1.05210], [0.42621, -2.54803, -0.22445], [-0.69549, 0.60745, 1.44703], [0.00308, 1.14170, -0.75973], [-1.51732, -1.26654, -1.09713], [-0.18667, -1.23329, -0.48761], [0.86427, 2.63050, 2.36268], [1.89384, 2.62088, 1.10844], [0.26566, 3.54626, 0.97877], [0.50059, -0.37890, -2.13623], [0.51226, 1.85244, -1.35254], [1.57968, -0.23701, -0.47925], [0.35023, -3.28541, -1.20503], [1.56011, -2.39466, -0.00283], [-0.22321, -3.00873, 0.61135], [-0.66980, 0.81455, 2.51447], [-1.28184, -0.20673, 1.03701], [-0.92534, 1.00874, -1.17421], [-2.16673, -1.29860, -0.22707], [-1.69410, -2.07664, -1.70580]]}


Model 2:
{"formula": "C5H14N3", "method": "ωB97M-V with the def2-TZVPD basis set", "orbital_gap_ev": [7.014, 7.015], "charge": 1, "smiles": "[H]/N=[N+](\\C)CCN(C)C", "e_homo_ev": [-12.1, -12.1], "species": ["C", "C", "C", "C", "C", "N", "N", "N", "H", "H", "H", "H", "H", "H", "H", "H", "H", "H", "H", "H", "H", "H"], "xyz": [[0.83939, -1.25736, -0.18756], [-0.34536, -0.91005, 0.75593], [2.42311, 0.59095, 0.52688], [-1.27927, 1.30176, 0.52718], [-2.13355, -0.63762, -0.91715], [0.92318, 0.71624, -1.28930], [1.43668, 0.06482, -0.41104], [-1.24242, -0.07049, 0.10669], [1.38927, -2.03013, 0.35744], [0.35931, -1.70095, -1.09590], [-0.81416, -1.83505, 1.04439], [-0.02695, -0.24694, 1.57237], [3.29614, 0.54196, -0.11972], [2.29820, 1.63006, 0.97076], [2.35575, -0.15330, 1.32406], [-2.09900, 1.47129, 1.19380], [-0.47290, 1.45310, 1.12585], [-1.28023, 1.98194, -0.31191], [-3.10256, -0.34725, -0.94852], [-1.86301, -0.46569, -2.01201], [-1.96402, -1.76826, -0.82767], [1.30236, 1.67097, -1.38460]]}


Which is the most stable structure? model 1 is the most stable.


Model 1:
{"formula": "C5H14N3", "method": "ωB97M-V with the def2-TZVPD basis set", "orbital_gap_ev": 10.686, "charge": 1, "smiles": "CCCCNC(N)=[NH2+]", "e_homo_ev": -13.7, "species": ["C", "C", "C", "C", "N", "C", "N", "N", "H", "H", "H", "H", "H", "H", "H", "H", "H", "H", "H", "H", "H", "H"], "xyz": [[-3.20226, -1.46938, 0.14780], [-2.57832, -0.07883, -0.12098], [-1.15913, -0.31842, 0.78961], [0.10234, -0.99206, 0.17131], [0.94942, -0.14130, -0.75653], [1.82607, 0.80679, -0.26012], [2.29033, 1.66043, -1.22688], [2.16450, 0.74398, 1.08072], [-2.81543, -2.06181, 0.95879], [-3.31616, -2.16941, -0.74121], [-4.26547, -1.39054, 0.57872], [-3.16220, 0.75504, 0.31026], [-2.41866, 0.10872, -1.17125], [-0.93564, 0.63177, 1.34713], [-1.49064, -1.07848, 1.56777], [-0.05233, -2.04800, -0.35746], [0.64433, -1.16920, 1.20427], [0.39949, -0.07515, -1.61334], [2.09475, 1.40003, -2.25432], [3.00703, 2.38456, -1.06255], [1.57675, 0.09577, 1.68158], [2.97230, 1.08651, 1.50473]]}


Model 2:
{"formula": "C5H14N3", "method": "ωB97M-V with the def2-TZVPD basis set", "orbital_gap_ev": 5.165, "charge": 1, "e_homo_ev": -13.7, "species": ["C", "C", "C", "C", "C", "N", "N", "N", "H", "H", "H", "H", "H", "H", "H", "H", "H", "H", "H", "H", "H", "H"], "xyz": [[-1.45815, -0.80591, 1.30593], [-0.71404, 0.58909, 1.40404], [0.69855, 0.42008, 0.53898], [0.56681, 0.40980, -1.00206], [1.51258, -0.60385, -1.64951], [0.97058, -0.82192, -3.00749], [-0.79988, 0.17194, -1.27855], [-0.53128, 1.15795, 2.71499], [-1.30029, -1.17656, 0.28884], [-1.01298, -1.51103, 1.92087], [-2.53177, -0.75862, 1.50714], [-1.26947, 1.34959, 0.73989], [1.23805, -0.51339, 0.89655], [1.30431, 1.23053, 0.92158], [1.46619, -1.55034, -1.00395], [2.47987, -0.20570, -1.57764], [-0.07007, -0.90630, -2.85328], [1.06937, -1.83462, -3.20340], [0.95166, 1.37523, -1.40095], [-1.29746, 0.97821, -1.45450], [-1.22838, 0.94986, 3.40798], [-0.04417, 2.05597, 2.78456]]}


Which is the most stable structure? model 1 is the most stable.


Model 1:
{"formula": "C5H14N3", "method": "ωB97M-V with the def2-TZVPD basis set", "orbital_gap_ev": 5.541, "charge": 1, "smiles": "C[C@@H](N)C[C@H](N)C=[NH2+]", "e_homo_ev": -12.7, "species": ["C", "C", "C", "C", "C", "N", "N", "N", "H", "H", "H", "H", "H", "H", "H", "H", "H", "H", "H", "H", "H", "H"], "xyz": [[0.91889, 2.55406, 1.26511], [0.23292, 1.53308, 0.27311], [0.45077, 0.14214, 0.78059], [-0.44661, -0.92168, -0.25815], [-0.32845, -2.28336, -0.05496], [0.18398, -3.12724, -1.13173], [-1.79378, -0.20686, -0.31410], [0.65206, 1.62978, -1.17660], [0.46704, 3.55721, 1.18168], [1.99927, 2.67618, 1.06314], [0.88500, 2.24071, 2.26659], [-0.84235, 1.78562, 0.32076], [1.54498, -0.15965, 0.82057], [-0.00173, 0.08143, 1.81352], [-0.61317, -2.83543, 0.86617], [-0.53523, -3.59438, -1.73666], [0.89017, -3.68144, -0.83590], [-0.05824, -0.68039, -1.22831], [-2.37510, -0.67174, 0.43789], [-2.21351, -0.65222, -1.12133], [-0.08422, 1.86466, -1.77605], [1.06731, 0.74951, -1.45534]]}


Model 2:
{"formula": "C5H14N3", "method": "ωB97M-V with the def2-TZVPD basis set", "orbital_gap_ev": 8.908, "charge": 1, "e_homo_ev": -11.8, "species": ["C", "C", "N", "N", "H", "H", "H", "H", "H", "H", "H", "N", "C", "C", "C", "H", "H", "H", "H", "H", "H", "H"], "xyz": [[-1.32894, -1.11378, 2.05912], [-1.49620, -1.25512, 0.73679], [-0.65897, -2.11517, -0.07916], [-2.08121, -0.26452, 2.87060], [-0.56495, -1.71549, 2.54680], [-2.27001, -0.71999, 0.20057], [-0.18503, -0.87594, -1.12842], [0.11633, -2.42123, 0.49719], [-1.17316, -2.93813, -0.36713], [-3.05344, -0.29345, 2.58184], [-2.02412, -0.55481, 3.83909], [0.29205, 0.03169, -1.53076], [1.06231, 0.73477, -0.44107], [1.95258, 2.67408, -1.80985], [2.13273, 1.60260, -1.04713], [0.94209, -0.24556, -2.26824], [-0.44101, 0.60019, -1.95610], [1.57106, -0.06541, 0.09524], [0.36160, 1.22420, 0.22832], [2.73201, 3.34782, -2.13470], [0.95563, 2.98125, -2.12058], [3.15864, 1.38201, -0.77240]]}


Model 3:
{"formula": "C5H14N3", "method": "ωB97M-V with the def2-TZVPD basis set", "orbital_gap_ev": 4.093, "charge": 1, "e_homo_ev": -11.8, "species": ["C", "C", "C", "C", "N", "C", "N", "N", "H", "H", "H", "H", "H", "H", "H", "H", "H", "H", "H", "H", "H", "H"], "xyz": [[0.46167, -1.70667, -0.95589], [-0.17132, -0.41435, -1.53871], [-1.19247, 0.40759, -0.70468], [-1.24026, 1.97981, -1.88616], [-0.85584, 1.88456, -0.63786], [1.20344, -0.14885, 1.83507], [0.48440, 0.90766, 2.41129], [0.43408, -1.37067, 1.65428], [1.45121, -1.86668, -1.39068], [-0.17218, -2.55991, -1.20587], [0.62230, -1.71877, 0.24204], [-0.62729, -0.84059, -2.43987], [0.64921, 0.29652, -1.43132], [-2.28286, 0.27559, -0.61579], [-0.90054, 0.28841, 0.34845], [-0.51506, 2.37841, -2.62147], [-2.27401, 2.20578, -2.16617], [1.80983, 0.08334, 0.96434], [0.14273, 0.64325, 3.32166], [0.14803, 1.75644, 1.97995], [0.81195, -2.06626, 2.30908], [2.01296, -0.41463, 2.52829]]}


Which is the most stable structure? model 2 is the most stable.


Model 1:
{"formula": "C5H14N3", "method": "ωB97M-V with the def2-TZVPD basis set", "orbital_gap_ev": 10.334, "charge": 1, "smiles": "CNCCN(C)C=[NH2+]", "e_homo_ev": -13.1, "species": ["C", "C", "C", "C", "C", "N", "N", "N", "H", "H", "H", "H", "H", "H", "H", "H", "H", "H", "H", "H", "H", "H"], "xyz": [[0.60289, -0.78237, 1.02978], [-0.17234, 0.59441, 1.03776], [0.49405, -0.80235, -1.32501], [2.70810, -0.77215, -0.51813], [-2.30214, 1.68700, 0.49492], [1.27268, -0.67203, -0.27857], [-0.75494, -0.75964, -1.67921], [-1.54171, 0.48184, 0.62393], [1.40559, -0.94812, 1.69507], [-0.15679, -1.47937, 1.11413], [-0.24727, 1.07921, 2.00559], [0.31844, 1.34492, 0.34871], [1.05125, -1.07411, -2.46013], [3.02207, -1.40098, -1.28110], [3.12356, 0.25223, -0.46317], [3.20370, -1.41583, 0.28900], [-1.71035, 2.28510, -0.07417], [-3.34100, 1.46036, 0.24952], [-2.39922, 2.06441, 1.43826], [-1.32545, -0.25902, -0.91001], [-1.17186, -0.79029, -2.59995], [-2.07926, -0.09322, 1.26279]]}


Model 2:
{"formula": "C5H14N3", "method": "ωB97M-V with the def2-TZVPD basis set", "orbital_gap_ev": 8.851, "charge": 1, "e_homo_ev": -12.1, "species": ["C", "C", "C", "N", "H", "H", "H", "H", "H", "H", "H", "C", "C", "N", "N", "H", "H", "H", "H", "H", "H", "H"], "xyz": [[-0.21856, 2.26448, 1.22417], [0.87261, 1.20943, 1.30149], [2.04377, 1.34878, 0.61347], [0.56631, 0.15444, 2.18801], [-0.44392, 2.57525, 2.25536], [-1.15514, 1.90201, 0.77260], [0.13759, 3.13830, 0.66853], [2.90056, 0.68762, 0.77710], [2.31303, 2.30147, 0.15882], [-0.40746, -0.20028, 1.94400], [1.24719, -0.61390, 2.36537], [-0.18976, -1.34407, -1.35840], [-1.50573, -1.09077, -1.22321], [-2.26314, -2.07571, -0.61477], [0.75503, -0.40416, -1.87340], [0.16376, -2.33782, -1.05035], [-1.93304, -0.15581, -1.55491], [-3.24136, -1.96752, -0.79718], [-1.97735, -3.03880, -0.77949], [1.54257, -0.80423, -2.38717], [1.13738, 0.19978, -1.11128], [0.29485, 0.26485, -2.50543]]}


Which is the most stable structure? model 2 is the most stable.


Model 1:
{"formula": "C5H14N3", "method": "ωB97M-V with the def2-TZVPD basis set", "orbital_gap_ev": 10.254, "charge": 1, "e_homo_ev": -13.4, "species": ["C", "C", "C", "C", "C", "N", "N", "N", "H", "H", "H", "H", "H", "H", "H", "H", "H", "H", "H", "H", "H", "H"], "xyz": [[-0.63040, -1.00227, 0.61103], [0.80483, -1.12528, 0.00642], [-1.19714, 1.31441, -0.15343], [-2.80422, -0.46561, -0.31590], [2.87262, 0.20058, -0.44923], [-1.51262, 0.05223, 0.00168], [-0.16184, 1.96393, 0.26300], [1.68365, -0.07399, 0.34047], [-1.17610, -2.02926, 0.66729], [-0.42805, -0.80534, 1.63724], [1.21841, -2.09601, 0.26931], [0.83948, -1.18516, -1.11371], [-2.42734, 2.10294, -0.66023], [-3.49309, -0.39364, 0.59460], [-3.19323, 0.06895, -1.08914], [-2.64940, -1.49051, -0.34137], [3.32356, 1.20184, -0.10731], [3.49852, -0.62762, -0.38385], [2.69956, 0.39431, -1.56523], [0.65391, 1.35199, 0.35709], [0.06368, 2.99282, 0.21504], [2.01521, -0.34931, 1.21623]]}


Model 2:
{"formula": "C5H14N3", "method": "ωB97M-V with the def2-TZVPD basis set", "orbital_gap_ev": 9.005, "charge": 1, "smiles": "NCCCCNC=[NH2+]", "e_homo_ev": -12.3, "species": ["C", "C", "C", "C", "N", "C", "N", "N", "H", "H", "H", "H", "H", "H", "H", "H", "H", "H", "H", "H", "H", "H"], "xyz": [[-1.40834, 0.75023, 2.24054], [-0.98343, -0.21470, 1.15119], [0.54705, -0.15050, 0.89538], [0.93177, 0.23258, -0.52169], [0.51495, -0.86464, -1.42580], [0.40828, -0.79336, -2.70963], [0.70915, 0.28494, -3.40250], [-0.58346, 0.62028, 3.43613], [-1.24121, 1.76672, 1.87130], [-2.47928, 0.63843, 2.43496], [-1.29346, -1.23057, 1.37635], [-1.50332, 0.06682, 0.24058], [1.04659, -1.10200, 1.08427], [0.97750, 0.54424, 1.61770], [0.51083, 1.15933, -0.90091], [2.02195, 0.28942, -0.55342], [0.25900, -1.71792, -0.94820], [0.01882, -1.68126, -3.20580], [0.73418, 0.31736, -4.41280], [1.25816, 1.00510, -2.95750], [-0.65083, -0.31005, 3.83705], [-0.96229, 1.25380, 4.13429]]}


Which is the most stable structure? model 2 is the most stable.